ORCA calculation (ωB97M-V/def2-TZVPD) on a molecular structure, C21H33BBaBrN7Si2.

XYZ file:
```
66
Properties=species:S:1:pos:R:3:forces:R:3
Ba -0.989972 -0.420118 1.239756 -0.729 1.456 -1.179
C 3.320046 0.702283 2.980057 0.068 -0.072 -0.017
C 1.995856 1.097203 2.806974 0.253 0.135 0.031
N 1.207548 0.037859 2.695715 -0.573 0.496 -0.008
N 1.981943 -1.039801 2.806567 0.572 -0.333 0.202
C 3.261562 -0.676081 2.974338 0.161 0.312 0.002
B 1.464646 -2.484096 2.881832 -0.219 0.060 -0.237
N 1.209234 -3.063398 1.481601 0.619 -0.464 0.195
C 1.910857 -4.037721 0.885552 0.021 -0.150 -0.285
C 1.310171 -4.327890 -0.322423 0.040 -0.047 0.088
C 0.222290 -3.460111 -0.374184 0.136 -0.182 -0.222
N 0.179492 -2.707660 0.714917 -0.529 0.141 -0.171
N 0.165834 -2.552828 3.691335 0.400 -0.387 0.484
C -0.034608 -3.348037 4.750732 -0.260 -0.151 0.264
C -1.324483 -3.160079 5.201117 0.060 -0.056 0.019
C -1.845220 -2.208275 4.326762 -0.056 -0.143 0.230
N -0.937550 -1.856375 3.428405 -0.462 0.114 0.036
H 4.180726 1.328398 3.091074 0.195 0.084 0.042
H 1.591346 2.094125 2.782412 -0.095 0.051 -0.076
H 4.041876 -1.404716 3.077164 0.057 -0.157 0.061
H 2.291282 -3.138345 3.424784 0.223 -0.237 0.076
H 2.783966 -4.462529 1.340479 0.111 -0.028 0.172
H 1.601899 -5.063754 -1.044650 0.076 -0.085 -0.105
H -0.508416 -3.348947 -1.153756 -0.132 0.092 -0.078
H 0.728866 -4.008640 5.110222 0.214 -0.036 0.023
H -1.808858 -3.639136 6.028589 -0.052 -0.062 0.107
H -2.827838 -1.769990 4.321473 -0.113 0.073 -0.043
Br 3.482535 3.946885 -0.839246 -0.253 -0.074 0.100
C 1.728634 4.066492 -0.127130 0.146 0.063 -0.042
C 1.161955 5.307211 0.120442 -0.030 -0.245 -0.047
C -0.125509 5.334479 0.630874 0.004 -0.116 -0.025
C -0.774349 4.131562 0.876099 -0.107 0.394 0.028
N -0.218914 2.950984 0.648047 -0.351 -0.524 0.242
C 1.005648 2.913545 0.152041 0.391 0.135 -0.196
H 1.704441 6.217563 -0.091198 0.027 0.001 0.002
H -0.612385 6.276475 0.827568 -0.093 0.048 0.044
H -1.783009 4.115046 1.267458 -0.056 0.063 0.036
H 1.419825 1.933142 -0.026486 0.220 -0.084 -0.101
C 2.011050 -0.485814 -1.356166 -0.554 0.184 -0.108
Si 0.456146 -0.164338 -2.463391 -0.676 -0.162 -0.071
C 0.797892 1.555012 -3.226204 -0.131 -0.621 0.216
C 0.654079 -1.517636 -3.817560 -0.099 0.513 0.395
C -1.239012 -0.271074 -1.631227 0.505 1.100 -0.735
Si -2.738610 0.677938 -2.272525 0.293 -0.622 0.038
C -2.521969 2.232694 -3.372745 0.107 -0.474 0.451
C -3.878300 -0.499010 -3.276288 0.338 0.457 0.383
C -3.851791 1.277247 -0.822134 0.363 -0.175 -0.381
H 2.624066 -1.270339 -1.791484 0.055 -0.186 -0.068
H 1.763135 -0.804149 -0.346098 0.011 -0.120 0.272
H 2.644331 0.394324 -1.276142 0.083 0.226 0.013
H 1.840240 1.659957 -3.511398 0.241 -0.033 -0.029
H 0.564501 2.338155 -2.511960 -0.042 0.207 0.163
H 0.191233 1.727120 -4.105462 -0.183 0.050 -0.243
H 1.523762 -1.346281 -4.445352 0.259 0.054 -0.079
H -0.211664 -1.580475 -4.467955 -0.245 0.060 -0.112
H 0.777878 -2.490518 -3.346076 0.028 -0.163 0.119
H -1.530199 -1.321564 -1.702752 -0.143 -0.383 -0.015
H -2.234348 1.963586 -4.384379 0.117 -0.098 -0.171
H -1.768169 2.906645 -2.980978 0.196 0.163 0.078
H -3.451701 2.792469 -3.440823 -0.236 -0.020 0.065
H -3.349479 -0.920648 -4.125037 0.174 -0.089 -0.150
H -4.761638 0.004178 -3.657516 -0.203 0.185 -0.056
H -4.219629 -1.321435 -2.654596 -0.032 -0.224 0.146
H -3.341453 2.019681 -0.209665 0.114 0.126 0.133
H -4.147301 0.438570 -0.190167 -0.038 -0.134 0.129
H -4.764417 1.730974 -1.199232 -0.188 0.097 -0.038
```
Positions in Å, forces in eV/Å.

For the HOMO energy, the calculation gives -0.2424 Eh. Its energy is -119915.43291 eV. The value obtained for the LUMO energy is -0.147 eV.

Löwdin population analysis, charges in e, atoms 1 to 8: 1.760, -0.048, -0.173, -0.132, -0.052, -0.068, -0.555, -0.051